Entry 1:
The ion C2H4Br2N with charge +1 at a distorted geometry, computed with the ωB97M-V functional and the def2-TZVPD basis.

Last columns: bonded neighbours and bond lengths (Å).
CARTESIAN COORDINATES (ANGSTROEM)
1 C -0.22077 0.76817 -0.15205  C2 1.473, N3 1.515, Br4 1.934, H6 1.200
2 C 0.21739 -0.26268 0.80457  C1 1.473, N3 1.507, Br5 1.960, H7 1.094
3 N -0.09763 -0.66987 -0.61218  C1 1.515, C2 1.507, H8 0.973, H9 1.073
4 Br -1.89396 1.73675 -0.08609  C1 1.934
5 Br 2.09368 -0.70305 1.16000  C2 1.960
6 H 0.63993 1.44384 -0.64362  C1 1.200
7 H -0.37062 -0.34597 1.72355  C2 1.094
8 H -0.99226 -0.95412 -0.86664  N3 0.973
9 H 0.62423 -1.01308 -1.32754  N3 1.073

The calculation puts the energy above the lowest of the compared OMol25 structures with the same formula, charge and spin at 2.966 eV. The calculation puts the LUMO energy (spin up / spin down) at -4.05 / -10.03 eV. The spin multiplicity is 3. As for the net charge: +1. The value obtained for the HOMO energy (spin up / spin down) is -0.376 / -0.523 hartree. For the frontier orbital gap (spin up / spin down), the calculation gives 6.18 / 4.19 eV. As for the expectation value of S²: 2.0121.


Entry 2:
An isolated molecule of C2H7N3O at a distorted geometry, computed with the ωB97M-V functional and the def2-TZVPD basis.

Last columns: bonded neighbours and bond lengths (Å).
CARTESIAN COORDINATES (ANGSTROEM)
1 C -1.95087 -0.23689 -1.33065  O2 1.396, H7 1.156, H8 1.095, H9 1.165
2 O -1.63802 0.94507 -0.65712  C1 1.396, N3 1.345
3 N -0.47468 0.85660 0.01209  O2 1.345, C4 1.240
4 C 0.20551 -0.17953 0.05519  N3 1.240, N5 1.409, H10 1.049
5 N 1.42198 -0.34416 0.74609  C4 1.409, N6 1.547, H11 0.994
6 N 1.65585 0.71448 1.85011  N5 1.547, H12 1.033, H13 1.131
7 H -2.85813 -0.00556 -2.00898  C1 1.156
8 H -1.12230 -0.61095 -1.94091  C1 1.095
9 H -2.20676 -0.99806 -0.48605  C1 1.165
10 H 0.05441 -1.01895 -0.55521  C4 1.049
11 H 2.25589 -0.53055 0.23757  N5 0.994
12 H 2.07205 0.20410 2.64557  N6 1.033
13 H 2.58508 1.20440 1.43230  N6 1.131

The calculation puts the energy above the lowest of the compared OMol25 structures with the same formula, charge and spin at 5.371 eV. The calculation puts the LUMO energy at 0.87 eV. As for the net charge: 0. The value obtained for the HOMO energy is -0.320 hartree. For the frontier orbital gap, the calculation gives 9.57 eV.